No. 1
C40H67N4P2RuSi4Te | ωB97M-V with the def2-TZVPD basis set

Computed properties:
energy relative to the best compared isomer or geometry (same formula, charge and spin)	57.2	kcal per mole
⟨S²⟩	0.78
DFT total energy	-108482.6643	eV
charge	+2
spin multiplicity	2
frontier orbital gap (alpha / beta)	6.8 / 5.5	eV

CARTESIAN COORDINATES (ANGSTROEM)
Ru: 0.03 -0.14 -0.10
N: 0.15 -2.43 -0.95
C: 0.15 -3.39 0.18
C: 0.84 -2.78 1.38
N: 0.18 -1.56 1.85
C: -1.16 -1.83 2.41
C: -2.20 -0.92 1.79
N: -2.10 -1.00 0.33
C: 1.03 -0.86 2.80
C: 0.46 0.50 3.09
N: 0.33 1.24 1.81
H: -0.58 -2.67 -1.61
H: 1.03 -2.49 -1.45
H: 0.68 -4.31 -0.07
H: -0.88 -3.66 0.40
H: 1.86 -2.51 1.09
H: 0.92 -3.54 2.17
H: -1.18 -1.69 3.49
H: -1.42 -2.87 2.22
H: -2.02 0.12 2.06
H: -3.18 -1.19 2.18
H: -2.77 -0.37 -0.11
H: -2.35 -1.94 0.03
H: 2.02 -0.74 2.35
H: 1.16 -1.43 3.73
H: 1.12 1.01 3.79
H: -0.52 0.43 3.55
H: 1.23 1.63 1.55
H: -0.30 2.02 1.91
C: -2.55 2.25 -1.22
P: -0.79 1.79 -1.19
C: 0.04 3.31 -0.62
C: 1.24 3.74 -1.18
C: 1.84 4.91 -0.75
C: 1.27 5.65 0.28
C: 0.10 5.21 0.88
C: -0.52 4.05 0.43
C: -0.30 1.69 -2.95
C: 0.03 0.45 -3.50
C: 0.35 0.33 -4.85
C: 0.34 1.45 -5.66
C: 0.02 2.69 -5.12
C: -0.31 2.81 -3.78
P: -3.68 1.04 -2.07
C: -5.30 1.85 -1.74
C: -6.39 1.33 -2.44
C: -7.64 1.93 -2.36
C: -7.81 3.06 -1.58
C: -6.74 3.57 -0.86
C: -5.49 2.97 -0.93
C: -3.58 1.50 -3.85
C: -3.40 0.49 -4.79
C: -3.49 0.77 -6.15
C: -3.76 2.06 -6.57
C: -3.93 3.07 -5.64
C: -3.86 2.80 -4.29
H: -2.65 3.27 -1.60
H: -2.88 2.22 -0.18
H: 1.70 3.16 -1.98
H: 2.75 5.25 -1.23
H: 1.73 6.58 0.60
H: -0.34 5.78 1.69
H: -1.45 3.73 0.89
H: 0.03 -0.43 -2.87
H: 0.61 -0.64 -5.26
H: 0.58 1.36 -6.71
H: 0.03 3.57 -5.75
H: -0.57 3.78 -3.38
H: -6.26 0.45 -3.06
H: -8.47 1.52 -2.92
H: -8.78 3.54 -1.52
H: -6.88 4.46 -0.25
H: -4.68 3.39 -0.36
H: -3.21 -0.53 -4.45
H: -3.36 -0.03 -6.87
H: -3.85 2.27 -7.63
H: -4.16 4.08 -5.97
H: -4.05 3.59 -3.57
C: 5.27 3.19 -1.90
Si: 5.83 2.10 -0.49
C: 7.68 1.97 -0.38
C: 5.07 2.67 1.12
Si: 5.01 -0.08 -0.94
Te: 2.48 0.17 -0.67
Si: 5.32 -0.76 -3.19
C: 4.61 -2.48 -3.32
C: 4.40 0.41 -4.31
C: 7.16 -0.75 -3.49
Si: 5.74 -1.69 0.64
C: 5.30 -1.03 2.33
C: 4.90 -3.34 0.36
C: 7.59 -1.85 0.43
H: 5.45 4.24 -1.68
H: 4.21 3.05 -2.11
H: 5.83 2.95 -2.82
H: 8.15 2.95 -0.57
H: 8.09 1.26 -1.11
H: 8.00 1.65 0.62
H: 5.48 3.64 1.43
H: 5.26 1.95 1.92
H: 3.98 2.78 1.01
H: 3.56 -2.49 -2.98
H: 5.17 -3.19 -2.71
H: 4.63 -2.83 -4.35
H: 3.34 0.48 -4.03
H: 4.45 0.07 -5.35
H: 4.83 1.42 -4.27
H: 7.70 -1.28 -2.70
H: 7.56 0.26 -3.55
H: 7.39 -1.25 -4.44
H: 4.27 -0.68 2.37
H: 5.95 -0.19 2.60
H: 5.44 -1.80 3.10
H: 3.81 -3.24 0.34
H: 5.16 -4.03 1.17
H: 5.22 -3.79 -0.58
H: 8.08 -0.88 0.33
H: 7.84 -2.46 -0.44
H: 8.01 -2.35 1.31

No. 2
C35H35N4O2ReS | ωB97M-V with the def2-TZVPD basis set

Computed properties:
⟨S²⟩	0.81
DFT total energy	-59854.1980	eV
charge	+3
spin multiplicity	2
frontier orbital gap (alpha / beta)	4.5 / 4.6	eV

CARTESIAN COORDINATES (ANGSTROEM)
Re: 0.44 -0.34 0.41
O: -0.18 3.32 2.79
S: -0.62 2.70 1.60
O: 0.21 3.10 0.34
N: -0.50 1.05 1.68
C: -1.06 0.48 2.82
C: -1.89 1.12 3.73
C: -2.28 0.48 4.91
C: -1.87 -0.80 5.20
C: -1.07 -1.50 4.28
C: -0.63 -2.82 4.51
C: 0.18 -3.41 3.57
C: 0.53 -2.71 2.41
N: 0.09 -1.49 2.14
C: -0.68 -0.87 3.08
C: -2.17 3.21 0.90
C: -2.55 2.49 -0.22
C: -3.67 2.90 -0.93
C: -4.39 4.01 -0.49
C: -4.01 4.69 0.65
C: -2.88 4.31 1.36
H: -2.23 2.13 3.54
H: -2.91 1.01 5.61
H: -2.15 -1.27 6.13
H: -0.92 -3.34 5.41
H: 0.56 -4.42 3.69
H: 1.18 -3.18 1.69
H: -1.97 1.63 -0.51
H: -3.97 2.37 -1.82
H: -5.25 4.34 -1.06
H: -4.60 5.54 0.98
H: -2.55 4.87 2.22
C: 3.30 -3.30 -0.47
C: 1.95 -3.92 -0.38
C: 1.82 -5.28 -0.07
C: 0.57 -5.86 0.06
C: -0.58 -5.11 -0.14
C: -0.50 -3.75 -0.45
C: -1.73 -2.95 -0.73
C: 0.77 -3.17 -0.58
N: 0.87 -1.78 -0.90
C: 1.24 -1.50 -2.15
C: 1.44 -2.52 -3.20
C: 1.47 -0.12 -2.40
C: 2.26 0.32 -3.58
N: 1.12 0.68 -1.38
C: 1.09 2.02 -1.53
C: 0.57 2.67 -2.68
C: -0.28 1.96 -3.69
C: 0.81 4.03 -2.84
C: 1.56 4.80 -1.92
C: 1.91 4.27 -0.73
C: 1.50 2.88 -0.34
C: 2.56 2.26 0.56
H: 3.97 -3.73 0.29
H: 3.28 -2.22 -0.34
H: 3.76 -3.53 -1.43
H: 2.71 -5.86 0.08
H: 0.50 -6.91 0.32
H: -1.55 -5.58 -0.08
H: -2.60 -3.42 -0.27
H: -1.91 -2.90 -1.80
H: -1.65 -1.92 -0.34
H: 1.00 -3.47 -2.92
H: 2.50 -2.68 -3.39
H: 1.00 -2.20 -4.15
H: 3.18 -0.26 -3.62
H: 2.51 1.38 -3.51
H: 1.74 0.13 -4.52
H: -0.54 0.95 -3.39
H: 0.21 1.92 -4.66
H: -1.20 2.53 -3.83
H: 0.42 4.52 -3.72
H: 1.81 5.81 -2.17
H: 2.42 4.84 0.03
H: 2.62 2.83 1.48
H: 3.53 2.33 0.06
H: 2.37 1.21 0.80

No. 3
C36H40As2Cl2NScSi | ωB97M-V with the def2-TZVPD basis set

Computed properties:
energy relative to the best compared isomer or geometry (same formula, charge and spin)	42.2	kcal per mole
DFT total energy	-214759.2059	eV
charge	+2
frontier orbital gap	7.0	eV

CARTESIAN COORDINATES (ANGSTROEM)
Sc: -0.06 -0.35 0.23
C: 0.17 1.20 -2.81
C: -1.31 1.52 -2.66
As: -1.82 1.45 -0.78
C: -1.25 3.17 -0.11
C: -0.55 4.09 -0.88
C: -0.14 5.29 -0.32
C: -0.42 5.57 1.01
C: -1.13 4.65 1.78
C: -1.53 3.45 1.22
C: -3.73 1.62 -0.89
C: -4.55 0.52 -0.73
C: -5.93 0.66 -0.89
C: -6.46 1.90 -1.20
C: -5.63 3.00 -1.35
C: -4.26 2.87 -1.19
As: 0.87 -0.66 -2.70
C: 0.23 -1.37 -4.39
C: 0.56 -2.70 -4.66
C: 0.13 -3.29 -5.84
C: -0.63 -2.56 -6.74
C: -0.95 -1.24 -6.48
C: -0.52 -0.64 -5.30
C: -0.43 -1.80 -1.64
C: -1.83 -1.78 -1.74
C: -2.60 -2.80 -1.19
C: -1.98 -3.87 -0.55
C: -0.60 -3.93 -0.47
C: 0.17 -2.90 -1.00
H: 0.77 1.79 -2.12
H: 0.54 1.48 -3.80
H: -1.95 0.83 -3.21
H: -1.54 2.52 -3.03
H: -0.33 3.90 -1.92
H: 0.39 6.01 -0.92
H: -0.10 6.51 1.45
H: -1.35 4.87 2.82
H: -2.07 2.73 1.83
H: -4.14 -0.45 -0.48
H: -6.58 -0.20 -0.77
H: -7.53 2.01 -1.32
H: -6.05 3.97 -1.59
H: -3.62 3.74 -1.29
H: 1.17 -3.27 -3.97
H: 0.40 -4.32 -6.05
H: -0.97 -3.02 -7.66
H: -1.53 -0.66 -7.19
H: -0.76 0.40 -5.13
H: -2.32 -1.01 -2.31
H: -3.67 -2.78 -1.30
H: -2.59 -4.68 -0.14
H: -0.12 -4.78 -0.01
H: 1.25 -2.99 -0.99
Cl: 2.16 -1.34 1.26
C: 3.72 -2.10 0.71
Cl: 3.94 -2.13 -1.01
H: 3.71 -3.11 1.09
H: 4.50 -1.49 1.16
C: -0.59 -2.24 3.17
Si: -1.24 -0.50 3.14
C: -2.83 -0.59 2.16
C: -1.53 0.17 4.84
N: -0.17 0.38 2.04
C: 0.80 1.39 2.25
C: 1.13 1.94 3.48
C: 2.10 2.93 3.57
C: 2.75 3.40 2.44
C: 2.45 2.85 1.20
C: 1.50 1.86 1.13
H: -1.30 -2.91 3.68
H: 0.37 -2.33 3.68
H: -0.46 -2.65 2.16
H: -3.59 -1.15 2.71
H: -2.68 -1.14 1.21
H: -3.23 0.39 1.92
H: -2.41 -0.34 5.25
H: -1.72 1.24 4.84
H: -0.68 -0.04 5.50
H: 0.63 1.59 4.37
H: 2.33 3.35 4.54
H: 3.50 4.18 2.52
H: 2.96 3.19 0.31
H: 1.28 1.43 0.14

No. 4
C51H41GeIN2O4S2V | ωB97M-V with the def2-TZVPD basis set

Computed properties:
energy relative to the best compared isomer or geometry (same formula, charge and spin)	16.6	kcal per mole
⟨S²⟩	2.01
DFT total energy	-176703.3707	eV
charge	-1
spin multiplicity	3
frontier orbital gap (alpha / beta)	7.3 / 7.6	eV

CARTESIAN COORDINATES (ANGSTROEM)
V: 0.68 -0.03 0.22
S: 1.10 1.37 2.08
C: 2.80 1.19 2.38
C: 3.32 1.55 3.62
C: 4.67 1.39 3.90
C: 5.16 1.74 5.19
N: 5.54 2.02 6.24
C: 5.53 0.89 2.90
C: 5.02 0.59 1.65
C: 3.66 0.73 1.38
S: 3.07 0.34 -0.22
C: 6.91 0.68 3.16
N: 8.03 0.51 3.37
H: 2.66 1.94 4.38
H: 5.68 0.22 0.88
C: -2.28 -3.86 4.94
C: -1.66 -2.57 4.43
C: -1.48 -1.52 5.52
O: -0.43 -2.88 3.84
C: -0.20 -1.95 2.78
C: -1.63 -1.73 2.24
O: -2.47 -2.06 3.37
C: -2.10 -0.42 1.55
O: -1.19 -0.10 0.55
C: -3.44 -0.67 0.82
C: -4.00 -1.93 0.63
C: -5.16 -2.09 -0.12
C: -5.78 -1.00 -0.69
C: -5.24 0.26 -0.51
C: -4.09 0.42 0.24
C: -2.32 0.80 2.48
C: -1.93 2.05 2.04
C: -2.18 3.20 2.78
C: -2.85 3.11 3.99
C: -3.29 1.87 4.42
C: -3.05 0.73 3.67
C: 0.77 -2.64 1.78
O: 1.03 -1.80 0.72
C: 2.17 -2.88 2.37
C: 2.53 -2.52 3.66
C: 3.86 -2.63 4.08
C: 4.82 -3.11 3.21
C: 4.46 -3.48 1.92
C: 3.15 -3.36 1.51
C: 0.14 -3.92 1.24
C: 0.11 -5.08 2.01
C: -0.50 -6.23 1.54
C: -1.08 -6.24 0.28
C: -1.04 -5.10 -0.50
C: -0.43 -3.94 -0.03
H: -1.66 -4.29 5.73
H: -2.36 -4.57 4.12
H: -3.27 -3.66 5.34
H: -0.76 -1.88 6.25
H: -2.43 -1.33 6.03
H: -1.12 -0.59 5.10
H: 0.25 -1.02 3.15
H: -1.78 -2.52 1.49
H: -3.56 -2.81 1.07
H: -5.57 -3.08 -0.25
H: -6.68 -1.13 -1.28
H: -5.71 1.13 -0.95
H: -3.68 1.41 0.37
H: -1.42 2.13 1.09
H: -1.85 4.16 2.41
H: -3.04 4.00 4.58
H: -3.85 1.78 5.35
H: -3.45 -0.21 4.00
H: 1.79 -2.14 4.36
H: 4.13 -2.34 5.09
H: 5.85 -3.19 3.53
H: 5.21 -3.85 1.23
H: 2.87 -3.62 0.49
H: 0.56 -5.07 2.99
H: -0.52 -7.12 2.16
H: -1.56 -7.14 -0.09
H: -1.48 -5.09 -1.49
H: -0.39 -3.05 -0.64
Ge: 2.01 2.42 -0.78
C: 3.16 3.57 0.31
C: 4.48 3.64 -0.11
C: 5.44 4.35 0.61
C: 5.07 5.01 1.77
C: 3.76 4.97 2.20
C: 2.81 4.25 1.48
C: 0.26 3.16 -1.17
C: -0.26 3.11 -2.46
C: -1.42 3.80 -2.76
C: -2.08 4.54 -1.79
C: -1.57 4.59 -0.50
C: -0.40 3.90 -0.20
H: 2.85 2.36 -2.06
H: 4.79 3.11 -1.01
H: 6.46 4.37 0.27
H: 5.81 5.56 2.34
H: 3.46 5.48 3.11
H: 1.80 4.19 1.87
H: 0.24 2.54 -3.22
H: -1.81 3.76 -3.77
H: -2.99 5.07 -2.03
H: -2.07 5.16 0.27
H: -0.01 3.95 0.81
I: 0.38 -0.31 -2.47